This record from the OMol25 dataset describes a structure of composition H2NaO. The level of theory is the ωB97M-V functional and the def2-TZVPD basis.

The geometry in XYZ format:
```
4
Properties=species:S:1:pos:R:3
O 0.059 -0.328 -0.055
H 0.040 -1.084 -0.684
H 0.662 -0.620 0.666
Na -0.761 2.032 0.074
```

Computed properties:
- Orbital gap: 0.4368 Ha
- Total energy: -6490.903 eV
- HOMO energy: -16.91 eV
- Energy above the lowest of the compared OMol25 structures with the same formula, charge and spin: 0.095 eV
- Net charge: +1
- Largest force on an atom: 0.96 eV/A


This record from the OMol25 dataset describes a cluster of 2 separate species, H2O4S2 in total at a distorted geometry. The level of theory is the ωB97M-V functional and the def2-TZVPD basis.

The geometry in XYZ format:
```
8
Properties=species:S:1:pos:R:3
O -0.017 0.661 -0.868
O -2.032 -0.674 0.088
O -1.356 -1.716 0.693
O -0.148 -1.755 0.360
S 1.254 2.023 1.233
S 1.264 0.464 -0.120
H -1.443 -0.095 -0.453
H 2.478 1.092 -0.932
```

Computed properties:
- Orbital gap (alpha / beta): 0.1607 / 0.1241 Ha
- Total energy: -29881.771 eV
- HOMO energy (alpha / beta): -8.71 / -8.05 eV
- Energy above the lowest of the compared OMol25 structures with the same formula, charge and spin: 9.687 eV
- Net charge: 0
- Largest force on an atom: 3.46 eV/A


This record from the OMol25 dataset describes a structure of composition H2O4S3 at a distorted geometry. The level of theory is the ωB97M-V functional and the def2-TZVPD basis.

The geometry in XYZ format:
```
9
Properties=species:S:1:pos:R:3
O 0.925 0.779 0.144
O -1.186 1.754 -0.523
O 1.853 -1.135 -1.143
O -0.843 -0.702 0.009
S 1.971 -0.540 0.147
S -2.494 -1.149 -0.254
S -0.363 0.633 -0.818
H 2.927 0.454 -0.129
H -3.143 -0.958 1.023
```

Computed properties:
- Orbital gap: 0.3655 Ha
- Total energy: -40724.547 eV
- HOMO energy: -9.94 eV
- Energy above the lowest of the compared OMol25 structures with the same formula, charge and spin: 1.142 eV
- Net charge: 0
- Largest force on an atom: 2.59 eV/A


This record from the OMol25 dataset describes a cluster of 2 separate species, H2OS2 in total at a distorted geometry. The level of theory is the ωB97M-V functional and the def2-TZVPD basis.

The geometry in XYZ format:
```
5
Properties=species:S:1:pos:R:3
O 1.096 0.946 -0.205
S 2.083 -0.181 -0.234
S -1.362 0.074 -0.275
H -0.406 0.373 0.618
H -1.411 -1.212 0.096
```

Computed properties:
- Orbital gap: 0.2364 Ha
- SMILES: O=S.S
- Total energy: -23747.132 eV
- HOMO energy: -9.00 eV
- Energy above the lowest of the compared OMol25 structures with the same formula, charge and spin: 2.514 eV
- Net charge: 0
- Largest force on an atom: 1.91 eV/A


This record from the OMol25 dataset describes a cluster of 2 separate species, H2OS2 in total at a distorted geometry. The level of theory is the ωB97M-V functional and the def2-TZVPD basis.

The geometry in XYZ format:
```
5
Properties=species:S:1:pos:R:3
O -1.820 -0.571 -0.869
S 1.692 -1.436 -0.166
S -1.211 -1.534 0.340
H -1.575 0.260 -0.630
H 1.175 -2.523 -0.516
```

Computed properties:
- Orbital gap (alpha / beta): 0.2519 / 0.2516 Ha
- Total energy: -23747.139 eV
- HOMO energy (alpha / beta): -9.64 / -9.63 eV
- Energy above the lowest of the compared OMol25 structures with the same formula, charge and spin: 2.508 eV
- Net charge: 0
- Largest force on an atom: 4.68 eV/A


This record from the OMol25 dataset describes an isolated molecule of H2P2S4 at a distorted geometry. The level of theory is the ωB97M-V functional and the def2-TZVPD basis.

The geometry in XYZ format:
```
8
Properties=species:S:1:pos:R:3
S -3.034 -0.030 2.530
P -1.400 0.067 1.227
S 0.818 -0.762 1.290
P 1.142 -1.096 -0.933
S 1.884 0.737 -1.559
S -1.220 -0.664 -0.871
H -1.048 1.258 0.614
H 2.858 0.490 -2.297
```

Computed properties:
- Orbital gap: 0.2792 Ha
- SMILES: S=[PH]1SP(S)S1
- Total energy: -61950.248 eV
- HOMO energy: -9.25 eV
- Energy above the lowest of the compared OMol25 structures with the same formula, charge and spin: 2.292 eV
- Net charge: 0
- Largest force on an atom: 4.00 eV/A


This record from the OMol25 dataset describes a cluster of 2 separate species, H2P4 in total at a distorted geometry. The level of theory is the ωB97M-V functional and the def2-TZVPD basis.

The geometry in XYZ format:
```
6
Properties=species:S:1:pos:R:3
P -1.421 1.276 -0.340
P -1.587 -0.564 0.562
P 0.694 1.219 -0.135
P 0.344 -1.022 -0.142
H 0.951 1.227 -1.577
H 1.019 -2.135 1.632
```

Computed properties:
- Orbital gap (alpha / beta): 0.2705 / 0.2704 Ha
- Total energy: -37184.117 eV
- HOMO energy (alpha / beta): -8.72 / -8.72 eV
- Energy above the lowest of the compared OMol25 structures with the same formula, charge and spin: 2.470 eV
- Net charge: 0
- Largest force on an atom: 3.04 eV/A